Entry 1:
Below is C17H31Cl2N4SeSiTeV as an isolated structure, with properties calculated with the ωB97M-V functional and the def2-TZVPD basis.

The geometry in ORCA input format:
```
! RIJCOSX wB97M-V def2-TZVPD def2/J DEFGRID3
* xyz 1 4
V 0.80 -0.02 0.85
C 0.67 3.73 1.32
C 1.14 3.00 0.09
C 1.86 3.62 -0.91
C 2.21 2.88 -2.04
C 1.79 1.58 -2.20
C 1.01 0.99 -1.18
N 0.76 1.71 -0.03
N 0.46 -0.24 -1.11
Si 0.30 -1.43 -2.38
C -0.89 -0.78 -3.66
C -0.41 -2.96 -1.56
C 1.92 -1.83 -3.22
H 0.13 4.63 1.04
H 1.50 4.04 1.95
H 0.00 3.09 1.89
H 2.14 4.66 -0.81
H 2.80 3.34 -2.82
H 2.03 1.01 -3.09
H -1.87 -0.55 -3.23
H -1.04 -1.52 -4.45
H -0.50 0.13 -4.13
H -0.82 -2.73 -0.58
H 0.36 -3.73 -1.44
H -1.21 -3.40 -2.17
H 2.14 -1.12 -4.03
H 1.87 -2.82 -3.68
H 2.76 -1.83 -2.53
Cl 1.70 -2.28 1.05
C 1.58 -3.43 2.45
Cl 0.84 -2.81 3.91
H 2.59 -3.73 2.67
H 0.98 -4.26 2.09
C -3.32 -3.03 1.19
N -3.33 -1.86 0.33
C -4.16 -1.71 -0.77
C -3.91 -0.49 -1.29
N -2.95 0.10 -0.49
C -2.38 1.43 -0.71
C -2.59 -0.74 0.50
Se -1.39 -0.43 1.90
H -4.27 -3.13 1.70
H -2.53 -2.91 1.92
H -3.13 -3.92 0.58
H -4.84 -2.48 -1.10
H -4.35 0.01 -2.14
H -3.08 2.00 -1.31
H -1.43 1.34 -1.22
H -2.23 1.91 0.25
C 0.87 1.67 4.40
Te 2.19 0.56 3.14
C 3.62 2.11 2.85
H 0.97 2.73 4.15
H 1.12 1.50 5.44
H -0.15 1.34 4.19
H 3.83 2.57 3.81
H 3.29 2.86 2.13
H 4.52 1.63 2.48
*
```

Values from the calculation:
gap between HOMO and LUMO (spin up / spin down)	0.2789 / 0.2975	hartree
F_max	1.8	eV/Å
relative energy (zero: lowest compared OMol25 entry of this formula, charge and spin)	95.17	kJ/mol

Here are the Löwdin charges for atoms 1 to 5, given in e:
1. V 0.01
2. C -0.02
3. C -0.32
4. C -0.03
5. C -0.04

***

Entry 2:
Below is a 2-piece molecular cluster, C17H31ClN2O4 overall, with properties calculated with the ωB97M-V functional and the def2-TZVPD basis.

The geometry in ORCA input format:
```
! RIJCOSX wB97M-V def2-TZVPD def2/J DEFGRID3
* xyz -1 2
C 4.19 -0.13 0.27
C 3.27 0.84 -0.46
N 1.87 0.36 -0.57
C 0.84 1.27 -0.05
C 0.03 0.64 1.11
C -1.34 0.04 0.73
Cl -1.72 -1.19 2.03
C -1.32 -0.72 -0.60
C -2.68 -1.22 -1.15
C -2.61 -1.19 -2.70
C -2.97 -2.66 -0.76
N -3.80 -0.33 -0.69
O -4.60 -0.85 0.16
C -3.46 1.09 -0.38
C -4.75 1.79 0.05
C -2.93 1.84 -1.61
C -2.45 1.12 0.78
C 1.60 -0.11 -1.88
C 1.97 -1.55 -2.14
O 1.10 0.57 -2.75
H 5.08 0.40 0.63
H 3.68 -0.47 1.17
H 4.50 -0.97 -0.36
H 3.66 1.06 -1.46
H 3.26 1.78 0.10
H 0.18 1.60 -0.86
H 1.31 2.17 0.33
H -0.15 1.43 1.84
H 0.65 -0.10 1.60
H -0.84 -0.11 -1.36
H -0.68 -1.60 -0.47
H -2.84 -0.21 -3.11
H -3.34 -1.89 -3.10
H -1.62 -1.52 -3.03
H -2.97 -2.81 0.32
H -3.95 -2.95 -1.13
H -2.21 -3.30 -1.21
H -5.57 1.51 -0.61
H -5.02 1.52 1.07
H -4.60 2.87 0.01
H -2.93 2.91 -1.40
H -1.92 1.55 -1.89
H -3.58 1.65 -2.47
H -1.99 2.11 0.81
H -2.99 1.00 1.71
H 2.37 -2.01 -1.24
H 2.73 -1.60 -2.93
H 1.08 -2.09 -2.46
C 5.46 -0.54 4.87
C 5.55 0.21 3.52
O 6.52 -0.08 2.78
O 4.63 1.03 3.31
H 6.29 -1.24 4.99
H 5.48 0.18 5.70
H 4.52 -1.09 4.93
*
```

Values from the calculation:
gap between HOMO and LUMO (spin up / spin down)	0.2455 / 0.2396	hartree
F_max	1.0	eV/Å

Here are the Löwdin charges for atoms 1 to 5, given in e:
1. C -0.08
2. C -0.20
3. N -0.08
4. C -0.16
5. C -0.17

***

Entry 3:
Below is an isolated ion of composition C17H31ClN4O7PS and charge +1, with properties calculated with the ωB97M-V functional and the def2-TZVPD basis.

The geometry in ORCA input format:
```
! RIJCOSX wB97M-V def2-TZVPD def2/J DEFGRID3
* xyz 1 1
C -0.22 2.29 -4.71
C -0.11 0.76 -4.83
C 1.10 0.13 -4.10
C 0.76 -0.86 -2.98
N 0.98 -0.32 -1.60
N -0.09 -0.60 -0.75
C -0.38 -1.84 -0.21
O 0.41 -2.88 -0.47
C 1.22 -3.33 0.66
C 2.46 -2.48 0.83
N 2.19 -1.33 1.69
C 3.12 -0.22 1.53
C 2.96 0.82 2.64
C 2.47 2.20 2.14
O 4.24 0.92 3.26
C -1.51 -1.70 0.54
C -2.27 -2.73 1.30
C -3.56 -3.17 0.62
O -4.58 -3.36 1.18
Cl -3.41 -3.38 -1.13
N -1.87 -0.37 0.44
C -3.09 0.18 1.07
C -2.90 0.51 2.56
C -3.04 2.01 2.77
O -3.86 2.67 2.20
O -2.20 2.50 3.72
C -1.00 0.29 -0.32
P -1.08 2.09 -0.67
O -0.92 2.66 0.83
O 0.27 2.43 -1.42
S -2.66 2.64 -1.55
H 0.24 2.78 -5.57
H -1.26 2.61 -4.66
H 0.31 2.65 -3.83
H -1.04 0.31 -4.46
H -0.06 0.50 -5.88
H 1.77 0.91 -3.72
H 1.66 -0.45 -4.84
H -0.30 -1.12 -3.05
H 1.31 -1.79 -3.09
H 1.77 -0.83 -1.19
H 0.64 -3.26 1.58
H 1.48 -4.36 0.44
H 2.88 -2.20 -0.15
H 3.23 -3.10 1.30
H 1.24 -1.01 1.57
H 4.13 -0.61 1.57
H 3.01 0.25 0.54
H 2.25 0.44 3.38
H 3.24 2.96 2.29
H 2.27 2.19 1.06
H 1.59 2.54 2.68
H 4.27 1.71 3.81
H -1.63 -3.59 1.51
H -2.58 -2.32 2.27
H -3.41 1.05 0.51
H -3.87 -0.57 0.93
H -1.91 0.19 2.89
H -3.66 0.02 3.16
H -1.84 3.34 3.40
H -0.22 2.19 1.32
H 1.06 2.04 -1.01
*
```

Values from the calculation:
gap between HOMO and LUMO	0.3354	hartree
F_max	0.9	eV/Å
SMILES	CCCCNn1c(OCCNC[C@H](C)O)c(CC(=O)Cl)[n+](CCC(=O)O)c1P(O)(O)=S

Here are the Löwdin charges for atoms 1 to 5, given in e:
1. C -0.10
2. C -0.23
3. C -0.18
4. C -0.14
5. N 0.06

***

Entry 4:
Below is a single C17H31F3O molecule, with properties calculated with the ωB97M-V functional and the def2-TZVPD basis.

The geometry in ORCA input format:
```
! RIJCOSX wB97M-V def2-TZVPD def2/J DEFGRID3
* xyz 0 1
C 5.61 0.02 1.54
H 5.56 -0.27 2.49
C 4.40 0.50 0.78
C 3.29 -0.77 0.81
C 1.89 -0.56 0.10
C 1.85 -0.15 -1.20
C 1.84 1.30 -1.42
C 0.52 2.04 -2.00
C -0.44 2.03 -0.76
C -1.71 2.56 -1.01
C -2.73 2.93 0.24
C -3.06 1.51 0.84
C -3.68 0.23 -0.04
C -4.01 -0.80 0.85
C -2.82 -1.73 1.10
C -2.07 -2.24 0.15
C -0.82 -3.24 0.48
O -0.51 -3.36 1.62
C -0.06 -3.65 -0.86
F -0.07 -2.86 -1.71
F 0.99 -4.24 -0.60
F -1.04 -4.69 -1.08
H -1.59 -1.25 -0.48
H -2.70 -2.72 -0.50
H -2.16 -0.96 1.64
H -3.06 -2.56 1.79
H -4.59 -0.84 1.71
H -4.63 -1.34 0.14
H -4.72 0.82 -0.14
H -3.08 0.15 -0.74
H -2.01 1.10 1.25
H -3.60 1.61 1.70
H -3.58 3.22 -0.08
H -2.23 3.30 0.91
H -1.64 3.54 -1.41
H -2.20 2.22 -1.73
H 0.10 2.58 -0.03
H -0.52 1.00 -0.07
H 0.65 3.09 -2.20
H -0.04 1.58 -2.60
H 2.62 1.50 -2.32
H 2.25 2.06 -0.54
H 0.95 -0.56 -1.71
H 2.74 -0.69 -1.65
H 1.10 -1.17 0.36
H 1.62 0.41 0.79
H 3.18 -1.17 1.92
H 3.78 -1.74 0.33
H 3.84 1.36 1.24
H 4.29 0.78 -0.17
H 6.29 0.90 1.38
H 6.03 -0.78 0.88
*
```

Values from the calculation:
gap between HOMO and LUMO	0.3760	hartree
F_max	14.9	eV/Å
relative energy (zero: lowest compared OMol25 entry of this formula, charge and spin)	1362.66	kJ/mol
SMILES	CCCCCCCCCCCCCCCC(=O)C(F)(F)F

Here are the Löwdin charges for atoms 1 to 5, given in e:
1. C -0.11
2. H 0.02
3. C -0.23
4. C -0.16
5. C -0.30